No. 1
Below is a molecular structure, C9H26MnNO14S3 at a distorted geometry, with properties calculated with ωB97M-V/def2-TZVPD.

Calculated values
- Charge: -1
- <S²>: 8.98
- HOMO-LUMO gap (spin up / spin down): 4.6459 / 4.3561 eV
- 2S+1: 6
- HOMO (spin up / spin down): -3.93 / -3.92 eV
- Largest force on an atom: 5.08 eV/A

Each line ends with the Löwdin charge.
Cartesian coordinates (Å):
Mn -0.919 -1.648 20.479  1.288
N -2.854 -0.285 24.593  -0.747
O -3.828 0.305 24.142  -0.075
O -2.017 -0.691 23.839  -0.092
O -2.803 -0.497 25.773  -0.059
O -3.518 -0.552 19.905  -0.399
H -3.619 -0.800 18.966  -0.109
O 1.607 -3.014 20.986  -0.629
H 2.493 -3.329 21.252  -0.156
O -2.964 -5.156 21.834  -0.303
S -3.647 -6.049 22.796  0.727
O -5.025 -5.813 23.181  -0.298
O -3.479 -7.679 22.276  -0.301
C -4.137 -8.763 22.865  -0.306
C -4.860 -9.589 21.735  -0.051
C -2.576 -6.198 24.351  -0.088
H -4.688 -8.427 23.743  0.110
H -3.352 -9.398 23.275  0.107
H -5.127 -10.618 21.975  0.066
H -4.086 -9.719 20.979  0.069
H -5.693 -9.016 21.327  0.074
H -1.547 -6.428 24.078  0.066
H -2.752 -7.075 24.973  0.052
H -2.773 -5.293 24.925  0.072
O 1.004 -1.411 15.404  -0.287
S 0.278 -2.653 15.597  0.671
O -0.698 -2.794 16.750  -0.347
O -0.468 -3.029 14.193  -0.287
C -1.157 -4.303 14.093  -0.260
C -2.321 -3.974 13.153  -0.076
C 1.518 -3.953 15.585  -0.115
H -1.631 -4.564 15.039  0.120
H -0.586 -5.104 13.624  0.119
H -2.688 -4.998 13.086  0.073
H -2.040 -3.803 12.114  0.074
H -3.081 -3.230 13.392  0.089
H 2.174 -3.635 14.776  0.068
H 1.206 -4.967 15.332  0.069
H 2.002 -3.668 16.519  0.076
O 1.030 1.985 19.962  -0.297
S 1.675 3.257 19.715  0.724
O 1.272 4.183 18.600  -0.325
O 1.862 3.971 21.187  -0.229
C 2.516 5.136 21.353  -0.349
C 2.383 6.196 20.305  -0.097
C 3.460 2.762 19.408  -0.085
H 3.548 4.790 21.297  0.104
H 2.233 5.650 22.272  0.136
H 2.788 5.914 19.333  0.069
H 2.883 7.097 20.660  0.083
H 1.330 6.453 20.194  0.088
H 3.627 1.811 19.914  0.068
H 4.091 3.542 19.835  0.041
H 3.664 2.639 18.345  0.066



No. 2
Below is a molecular structure, C9H27AlClI2P3 at a distorted geometry, with properties calculated with ωB97M-V/def2-TZVPD.

Calculated values
- Charge: +2
- HOMO-LUMO gap (spin up / spin down): 6.0405 / 5.9886 eV
- 2S+1: 1
- HOMO (spin up / spin down): -14.20 / -14.16 eV
- Largest force on an atom: 2.55 eV/A

Each line ends with the Löwdin charge.
Cartesian coordinates (Å):
I 0.276 2.039 1.392  0.403
I 0.242 -1.939 1.521  0.409
Al 0.208 -0.102 -3.127  0.200
P -1.885 -0.073 -2.031  0.741
C -2.196 -0.007 -0.289  -0.349
C -2.992 1.233 -2.623  -0.207
H -3.983 0.799 -2.654  0.058
H -3.973 -1.008 -2.569  0.058
H -2.683 1.548 -3.619  0.062
H -2.671 -1.820 -3.475  0.062
H -1.728 0.891 0.154  -0.098
H -3.015 2.098 -1.968  0.074
C -2.979 -1.429 -2.508  -0.209
H -3.280 -0.005 -0.078  0.097
H -2.991 -2.235 -1.784  0.073
H -1.726 -0.872 0.220  -0.104
P 2.400 -0.061 -1.878  0.776
C 3.598 -0.004 -0.467  -0.201
C 3.142 -1.494 -2.737  -0.254
H 2.580 1.509 -3.768  0.031
H 4.164 1.079 -3.070  0.071
H 3.112 2.226 -2.226  0.067
C 3.126 1.324 -2.840  -0.251
H 2.593 -1.758 -3.642  0.030
H 4.174 -1.257 -2.994  0.071
H 4.608 -0.011 -0.886  0.080
H 3.464 -0.873 0.173  0.044
H 3.146 -2.346 -2.056  0.067
H 3.451 0.905 0.113  0.042
Cl 0.331 -0.203 -5.245  0.354
C 1.099 0.134 3.821  -0.398
P -0.689 0.110 3.393  0.560
C -1.494 -1.178 4.429  -0.288
C -1.500 1.467 4.337  -0.284
H 1.532 -0.745 3.361  -0.074
H 1.340 0.187 4.828  0.038
H 1.528 0.966 3.276  -0.084
H -1.688 -0.823 5.467  0.066
H -2.502 -1.375 4.010  0.063
H -0.966 -2.140 4.446  0.037
H -1.685 1.184 5.399  0.066
H -0.976 2.431 4.282  0.037
H -2.512 1.627 3.910  0.063



No. 3
Below is a molecular structure, C9H27ClIOsP2S at a distorted geometry, with properties calculated with ωB97M-V/def2-TZVPD.

Calculated values
- Charge: +3
- <S²>: 6.02
- HOMO-LUMO gap (spin up / spin down): 7.4490 / 5.4754 eV
- 2S+1: 5
- HOMO (spin up / spin down): -19.21 / -19.61 eV
- Largest force on an atom: 4.98 eV/A

Each line ends with the Löwdin charge.
Cartesian coordinates (Å):
C -1.027 0.143 -4.005  -0.303
I -2.029 -0.216 -2.067  1.140
H 0.054 0.179 -3.944  0.033
H -1.432 1.074 -4.387  0.035
H -1.355 -0.685 -4.625  0.035
Os -0.152 -0.032 -0.291  0.413
P 0.047 2.209 -0.383  0.521
C -1.535 3.092 -0.158  -0.212
C 1.158 2.940 0.869  -0.232
H 1.253 4.015 0.670  0.086
H 0.723 3.965 -1.896  0.087
H 2.144 2.471 0.796  0.059
H 1.740 2.504 -2.074  0.041
H -1.950 2.861 0.831  0.052
H 0.763 2.783 1.880  0.036
C 0.715 2.868 -1.945  -0.226
H -1.351 4.172 -0.231  0.090
H 0.109 2.548 -2.798  0.042
H -2.246 2.789 -0.937  0.039
P 0.099 -2.263 -0.044  0.512
C -1.454 -3.146 0.353  -0.210
C 0.765 -3.141 -1.492  -0.231
H 2.217 -2.327 1.151  0.059
H 1.358 -3.894 1.224  0.086
H 0.846 -2.531 2.277  0.034
C 1.239 -2.803 1.289  -0.239
H 1.778 -2.775 -1.694  0.041
H 0.799 -4.215 -1.275  0.085
H -1.233 -4.217 0.440  0.090
H -2.186 -2.987 -0.450  0.040
H 0.131 -2.964 -2.366  0.053
H -1.858 -2.780 1.306  0.051
Cl 2.127 -0.062 -1.023  0.153
C 0.229 0.406 4.066  -0.153
S 0.276 0.082 2.176  0.848
C -1.544 0.110 2.056  -0.343
H 1.275 0.520 4.380  0.078
H -0.228 -0.483 4.531  0.089
H -0.350 1.319 4.251  0.082
H -1.938 -0.766 2.593  0.084
H -1.922 1.055 2.471  0.081
H -1.844 0.040 0.979  -0.027



No. 4
Below is a molecular structure, C9H27F2NaO12P3 at a distorted geometry, with properties calculated with ωB97M-V/def2-TZVPD.

Calculated values
- Charge: -1
- HOMO-LUMO gap: 6.1004 eV
- 2S+1: 1
- HOMO: -4.00 eV
- Largest force on an atom: 4.27 eV/A

Each line ends with the Löwdin charge.
Cartesian coordinates (Å):
Na -20.178 -18.888 -1.215  0.404
F -17.913 -19.174 -0.730  -0.706
F -20.962 -21.394 -0.497  -0.790
C -14.584 -14.217 -3.053  -0.067
O -15.952 -14.700 -2.952  -0.225
P -17.134 -13.877 -2.319  0.482
O -16.717 -12.434 -2.144  -0.277
O -18.312 -14.235 -3.357  -0.226
C -18.576 -13.453 -4.507  -0.109
O -17.604 -14.714 -0.938  -0.240
C -17.865 -16.100 -1.051  -0.145
H -13.748 -14.884 -3.266  0.084
H -14.285 -13.870 -2.064  0.084
H -14.688 -13.417 -3.786  0.086
H -18.420 -12.395 -4.297  0.086
H -19.625 -13.407 -4.800  0.062
H -18.020 -13.817 -5.371  0.095
H -18.147 -16.428 -2.052  0.081
H -18.569 -16.579 -0.370  0.077
H -16.904 -16.591 -0.898  0.084
C -21.759 -13.231 -3.351  -0.123
O -21.276 -14.562 -3.211  -0.217
P -21.946 -15.615 -2.161  0.539
O -21.276 -16.971 -2.149  -0.227
O -22.059 -14.861 -0.776  -0.217
C -20.982 -14.240 -0.180  -0.083
O -23.500 -15.606 -2.727  -0.222
C -24.475 -16.396 -2.197  -0.149
H -22.560 -13.040 -2.637  0.083
H -22.161 -12.938 -4.321  0.093
H -20.988 -12.504 -3.094  0.088
H -21.021 -14.451 0.889  0.092
H -21.252 -13.222 -0.460  0.092
H -20.021 -14.396 -0.669  0.080
H -24.391 -16.476 -1.113  0.088
H -24.477 -17.383 -2.661  0.100
H -25.401 -15.841 -2.345  0.090
C -22.137 -16.214 3.400  -0.099
O -21.158 -17.260 3.299  -0.193
P -21.446 -18.399 2.205  0.441
O -20.994 -18.069 0.865  -0.197
O -20.752 -19.638 2.913  -0.181
C -21.357 -20.346 3.999  -0.086
O -23.045 -18.749 2.419  -0.272
C -23.583 -19.706 1.477  -0.087
H -22.303 -15.949 4.445  0.090
H -23.031 -16.421 2.812  0.080
H -21.785 -15.316 2.892  0.063
H -20.664 -20.413 4.837  0.088
H -21.690 -21.367 3.813  0.090
H -22.273 -19.790 4.198  0.074
H -24.584 -19.316 1.290  0.078
H -23.660 -20.770 1.700  0.093
H -23.059 -19.661 0.522  0.072



No. 5
Below is 9 unconnected molecules or ions with the total composition C9H27N9O18 at a distorted geometry, with properties calculated with ωB97M-V/def2-TZVPD.

Calculated values
- Charge: -1
- <S²>: 0.75
- HOMO-LUMO gap (spin up / spin down): 2.7549 / 8.3891 eV
- 2S+1: 2
- HOMO (spin up / spin down): -0.84 / -6.47 eV
- Largest force on an atom: 4.02 eV/A

Each line ends with the Löwdin charge.
Cartesian coordinates (Å):
C 1.561 -8.771 -27.642  0.028
N 0.315 -8.195 -28.328  -0.385
O -0.241 -7.184 -27.865  0.042
O -0.057 -8.834 -29.333  0.020
H 1.713 -8.346 -26.650  0.083
H 2.420 -8.440 -28.225  0.067
H 1.589 -9.860 -27.596  0.094
C 6.405 -3.580 -24.061  0.048
N 7.549 -3.285 -25.042  -0.407
O 7.317 -2.547 -25.965  0.051
O 8.656 -3.839 -24.845  0.036
H 5.666 -4.351 -24.282  0.080
H 5.844 -2.649 -23.982  0.084
H 6.789 -3.511 -23.043  0.095
C 9.209 -8.206 -25.981  0.045
N 9.806 -7.411 -27.148  -0.410
O 9.956 -6.241 -26.899  0.068
O 10.145 -7.958 -28.210  0.030
H 9.984 -8.483 -25.267  0.095
H 8.597 -9.068 -26.247  0.081
H 8.459 -7.687 -25.383  0.067
C 4.552 -8.776 -26.007  0.035
N 4.987 -7.417 -25.456  -0.414
O 6.116 -7.271 -25.024  0.058
O 4.192 -6.557 -25.622  0.040
H 3.618 -9.109 -25.554  0.075
H 5.332 -9.519 -25.840  0.088
H 4.532 -8.678 -27.092  0.061
C 7.104 -11.770 -29.258  0.034
N 6.908 -10.307 -29.359  -0.463
O 7.438 -9.715 -30.214  0.120
O 6.238 -9.825 -28.455  0.040
H 7.573 -12.114 -28.337  0.101
H 7.758 -12.038 -30.088  0.091
H 6.157 -12.290 -29.407  0.098
C 4.304 -4.344 -28.310  0.024
N 3.915 -5.760 -28.481  -0.420
O 4.783 -6.526 -28.792  0.091
O 2.741 -6.009 -28.158  0.040
H 5.291 -4.043 -28.662  0.099
H 4.157 -3.846 -27.352  0.099
H 3.596 -3.766 -28.905  0.093
C 3.037 -10.923 -21.969  -0.016
N 3.926 -9.747 -21.990  -0.536
O 4.367 -9.394 -23.071  -0.086
O 4.225 -9.282 -20.889  -0.076
H 3.073 -11.484 -21.035  0.079
H 3.417 -11.663 -22.673  0.052
H 2.059 -10.660 -22.373  0.086
C 3.512 -6.347 -22.695  0.023
N 4.057 -5.307 -21.806  -0.452
O 3.523 -4.221 -21.786  0.033
O 4.911 -5.636 -21.002  0.067
H 4.214 -7.130 -22.980  0.065
H 3.032 -5.857 -23.543  0.084
H 2.609 -6.704 -22.199  0.113
C 3.008 -13.951 -25.549  -0.014
N 2.357 -12.714 -25.138  -0.551
O 3.010 -11.725 -25.039  -0.006
O 1.163 -12.815 -24.986  -0.022
H 2.479 -14.780 -25.079  0.086
H 4.068 -13.990 -25.298  0.086
H 2.926 -14.031 -26.633  0.081